Model P:
# H18O9

A cluster of 9 separate species, H18O9 in total (ωB97M-V with the def2-TZVPD basis set, the OMol25 dataset).

SMILES   O.O.O.O.O.O.O.O.O

Positions of all 27 atoms, in Å:
H 1.85 3.48 0.39
H 1.11 -2.19 0.92
O 0.38 -1.72 -0.68
O -2.23 -0.55 -0.35
O 2.86 -0.99 -0.02
O 1.86 2.90 1.15
H 0.67 -0.91 2.75
H 2.04 -1.22 -0.45
O -2.14 2.43 -1.67
H 0.48 -2.21 -1.50
H 0.35 -2.99 1.95
H -0.83 0.69 0.43
H 3.50 -1.62 -0.37
H -2.66 2.00 -0.99
H -3.02 -0.96 -0.68
O 1.17 -2.52 1.81
H -1.55 3.02 -1.19
O 0.08 0.96 0.57
H 1.16 2.27 0.98
H 0.60 0.29 0.12
O -0.83 0.35 -2.89
O 0.17 -0.18 3.11
H -0.52 -1.41 -0.70
H 0.13 0.46 2.40
H -1.23 0.63 -2.07
H -1.24 0.90 -3.56
H -2.14 -0.91 0.54

Model Q:
# H18O9

A cluster of 9 separate species, H18O9 in total (ωB97M-V with the def2-TZVPD basis set, the OMol25 dataset).

SMILES   O.O.O.O.O.O.O.O.O

Positions of all 27 atoms, in Å:
H 2.52 -1.03 0.11
O -1.75 -2.95 -0.63
H -2.26 -0.95 -1.96
O 0.29 0.05 0.72
H -1.74 2.37 3.02
H -1.61 0.17 -2.75
H -1.78 2.76 -0.81
H 3.79 -1.53 -0.55
H 0.89 -2.29 -1.77
O -1.57 2.11 -0.14
H 0.03 -1.05 -1.68
O -1.09 2.80 2.47
O 2.39 2.08 -1.09
O -1.44 -0.46 -2.04
O 0.65 -0.75 3.34
H 0.39 -0.25 2.57
H 1.61 1.86 -0.59
H -2.04 1.32 -0.40
H -0.33 0.76 0.58
H 1.60 -0.63 3.38
H -1.51 2.89 1.62
O 0.94 -1.34 -1.66
H -2.11 -2.43 0.08
O 3.46 -1.10 0.24
H 3.01 1.38 -0.90
H 0.14 -0.55 0.00
H -2.51 -3.24 -1.14

Compare the structures above. Which one is the least stable? model Q is.